98
Properties=species:S:1:pos:R:3:forces:R:3 method="wB97M-V/def2-TZVPD" energy_ev=-135560.4645 fmax_ev_per_a=0.9 e_lumo_ev=-1.13 e_above_lowest_kcal_mol=6.3 e_homo_ev=-5.857 homo_lumo_gap_ev=4.7
Cs -0.54245 0.52797 -0.85261 0.0 0.2 0.0
C 2.60414 -4.33481 -1.04715 0.0 0.2 -0.1
N 2.57131 -3.37021 -2.12882 0.0 0.0 -0.4
C 2.09381 -3.60948 -3.41623 0.2 -0.2 0.4
C 2.18525 -2.46338 -4.10216 0.1 0.4 0.2
N 2.70491 -1.50692 -3.22012 -0.5 -0.2 -0.2
C 2.94451 -2.07082 -1.99899 0.0 -0.1 -0.1
S 3.65509 -1.34199 -0.67758 0.0 0.0 0.1
C 2.80254 -0.12115 -3.53723 0.6 -0.3 -0.4
C 3.71709 0.23982 -4.52098 0.1 0.2 0.1
C 3.81586 1.58240 -4.85354 -0.1 -0.2 0.1
C 2.97732 2.47227 -4.20294 0.0 0.2 -0.2
C 2.07367 1.99602 -3.26428 0.0 0.3 -0.4
N 1.99461 0.70957 -2.92157 -0.3 0.2 0.1
H 2.68436 -5.32983 -1.47609 0.0 -0.1 0.0
H 1.70159 -4.24321 -0.44364 0.0 0.0 0.0
H 3.46958 -4.12102 -0.42550 0.0 0.0 0.0
H 1.74558 -4.58320 -3.71671 0.0 0.1 0.0
H 1.91358 -2.21586 -5.11392 0.0 0.0 0.1
H 4.35030 -0.51297 -4.97199 0.0 0.0 0.0
H 4.51939 1.92014 -5.60259 0.0 0.0 0.0
H 2.98568 3.52969 -4.44389 0.0 -0.1 0.0
H 1.35022 2.69572 -2.84987 0.1 -0.3 0.4
C -5.62776 -4.52440 2.29446 0.0 0.0 0.1
C -5.07779 -4.21295 0.89946 0.0 0.0 0.0
C -4.98934 -5.53836 0.12505 0.0 0.0 0.0
C -6.07551 -3.28942 0.18260 -0.1 0.0 0.0
C -3.71119 -3.52394 0.96085 -0.1 -0.1 -0.1
C -2.92625 -3.42485 -0.17812 0.0 0.1 0.0
C -1.73042 -2.72699 -0.15064 -0.1 -0.2 0.0
Br -0.68823 -2.73265 -1.77880 -0.1 -0.2 0.2
C -1.21602 -2.06624 0.99841 0.0 0.2 0.5
O -0.16550 -1.34148 0.98730 0.4 -0.7 0.3
C -2.01851 -2.22874 2.19311 -0.1 -0.1 -0.3
C -3.21797 -2.92063 2.12299 0.0 0.0 0.1
C -1.53354 -1.60715 3.51073 0.1 -0.1 -0.1
C -0.13207 -2.14189 3.86748 -0.1 0.0 0.0
C -2.46592 -1.93982 4.67949 -0.1 0.0 0.0
C -1.48315 -0.07369 3.38761 0.1 0.0 0.1
H -6.57169 -5.06933 2.20592 0.0 0.0 0.0
H -5.82837 -3.61264 2.86387 0.0 -0.1 0.0
H -4.93104 -5.13980 2.87142 0.0 0.0 0.0
H -5.94139 -6.07468 0.18040 0.0 0.0 0.0
H -4.20736 -6.17921 0.53851 0.0 0.0 0.0
H -4.76876 -5.37806 -0.93228 0.0 0.0 0.0
H -7.05302 -3.77507 0.07533 0.1 0.0 0.0
H -5.71237 -3.02640 -0.81370 0.0 0.0 0.0
H -6.20997 -2.36124 0.74364 0.0 0.0 0.0
H -3.24017 -3.88029 -1.10939 0.0 0.0 0.0
H -3.81043 -3.00496 3.02621 0.1 0.0 -0.1
H -0.16000 -3.23029 3.98060 0.0 0.1 0.0
H 0.20678 -1.71419 4.82018 0.0 0.0 -0.1
H 0.57797 -1.88938 3.08269 0.0 0.0 0.0
H -2.59344 -3.01773 4.81272 0.0 0.1 0.0
H -3.45539 -1.49102 4.54540 0.1 -0.1 0.0
H -2.04139 -1.54048 5.60458 0.0 0.0 0.0
H -0.82474 0.22432 2.57043 0.0 0.0 0.0
H -1.10898 0.35936 4.32408 0.0 0.0 -0.1
H -2.48492 0.32567 3.20449 0.0 0.0 0.0
N 3.76093 4.41308 3.75774 0.0 0.0 0.0
C 3.25493 3.40616 2.73209 0.0 -0.1 0.0
C 4.37758 2.47399 2.32946 0.0 -0.1 0.0
C 3.78043 1.39575 1.39454 -0.2 0.0 0.2
N 2.79466 0.61188 2.16126 0.0 0.2 -0.1
C 3.16485 2.09526 0.18616 -0.3 0.1 -0.1
C 2.10112 3.14135 0.54686 0.1 -0.1 0.1
N 0.89165 2.49348 1.02095 0.1 0.1 0.1
C 2.68120 4.15631 1.55616 -0.1 0.1 -0.1
H 4.14489 3.94403 4.57899 0.0 0.0 0.0
H 3.00195 5.03060 4.04986 0.0 0.0 0.0
H 4.49467 4.99040 3.34336 0.0 0.0 0.0
H 2.48578 2.83649 3.25215 0.0 0.0 0.0
H 4.83540 1.99953 3.20659 -0.1 0.0 0.0
H 5.15436 3.03645 1.79551 0.0 0.0 0.0
H 4.59794 0.77035 1.03885 0.1 -0.1 0.0
H 2.05681 0.26355 1.55323 0.1 -0.1 0.0
H 3.22642 -0.21707 2.55054 0.0 0.0 0.0
H 2.71734 1.36905 -0.49352 0.1 -0.1 0.1
H 3.97484 2.56849 -0.37760 0.0 0.1 0.0
H 1.81803 3.72355 -0.32664 0.0 -0.1 -0.1
H 0.07426 3.08056 0.90593 0.1 0.2 0.0
H 0.97796 2.11084 1.95312 -0.2 0.0 0.0
H 1.87905 4.83842 1.86091 0.0 0.0 -0.1
H 3.47514 4.74641 1.07440 -0.1 0.0 0.0
C -2.56994 3.31489 -4.89539 0.1 0.1 0.2
N -1.87705 3.87953 -3.74449 0.0 0.2 0.1
C -1.85360 5.22645 -3.51021 0.1 -0.3 0.1
C -1.20823 5.73494 -2.44714 -0.1 0.0 -0.1
C -0.51713 4.82315 -1.54368 0.3 0.0 0.4
O 0.10086 5.26348 -0.55252 -0.1 -0.1 -0.1
N -0.54549 3.47967 -1.80250 -0.3 0.1 -0.3
C -1.22144 2.98939 -2.86158 -0.3 0.5 -0.5
O -1.30959 1.78993 -3.16213 0.1 0.3 -0.3
H -3.04096 4.12082 -5.45372 0.0 0.1 0.0
H -3.32927 2.60499 -4.57600 0.0 0.0 0.0
H -1.87174 2.78568 -5.54135 0.0 0.0 0.0
H -2.38920 5.83363 -4.22782 0.0 0.0 0.0
H -1.18952 6.79437 -2.24112 0.0 0.0 0.0

---

14
Properties=species:S:1:pos:R:3:forces:R:3 method="wB97M-V/def2-TZVPD" energy_ev=-8368.9820 fmax_ev_per_a=0.3 e_lumo_ev=0.94 e_above_lowest_kcal_mol=99.2 e_homo_ev=-9.038 homo_lumo_gap_ev=10.0
C -0.74325 0.63883 -0.62211 -0.1 0.2 0.1
C -0.88571 0.10895 0.80287 0.0 0.0 0.1
C 0.43095 -0.62585 1.14900 -0.1 -0.1 0.2
O 1.43554 0.07957 0.41582 0.1 0.0 -0.1
C 1.14212 0.06103 -0.89473 0.1 0.3 0.0
O 0.93708 -1.06163 -1.54802 0.1 -0.1 0.0
H -1.60459 0.38990 -1.26286 0.2 0.0 0.0
H -0.59505 1.71740 -0.69531 0.0 -0.2 0.0
H -0.10012 -0.33316 -1.39727 -0.2 0.0 -0.1
H -1.73222 -0.57717 0.90129 0.1 0.1 0.0
H -1.04230 0.92660 1.51278 0.0 -0.1 -0.1
H 0.70767 -0.55858 2.20159 -0.1 0.0 -0.2
H 0.41369 -1.67163 0.83117 0.0 0.1 0.1
H 1.63618 0.90574 -1.39422 -0.1 -0.1 0.1

---

21
Properties=species:S:1:pos:R:3:forces:R:3 method="wB97M-V/def2-TZVPD" energy_ev=-9402.0607 fmax_ev_per_a=2.3 e_lumo_ev=0.95 e_above_lowest_kcal_mol=35.7 e_homo_ev=-9.383 homo_lumo_gap_ev=10.3
C 1.94852 -0.46476 -0.02991 0.7 1.2 0.2
N 0.63438 -0.13856 -0.64567 -0.2 -1.7 1.5
C -0.30865 0.47499 0.32999 -0.5 1.1 -0.7
C -1.11919 -0.52397 1.15494 1.4 -0.4 -0.1
C -2.12264 0.14890 2.06216 -0.1 -0.1 0.1
N -1.63422 -1.60831 0.31799 0.7 0.5 -0.1
H 1.94586 -0.28705 1.05452 0.1 0.1 -0.2
H 2.35920 -1.46605 -0.14957 -0.7 -0.3 -0.4
H 2.70318 0.17135 -0.50488 0.1 0.1 0.4
H 0.22101 -1.07556 -0.61247 -0.1 0.0 -1.2
H 0.19879 1.13042 1.04377 0.1 0.0 -0.2
H -0.98307 1.12117 -0.25593 0.0 -0.1 0.2
H -0.29342 -0.94178 1.75568 -0.5 -0.5 0.3
H -2.78463 -0.58215 2.52803 -0.1 -0.1 -0.2
H -2.72264 0.84538 1.47135 -0.1 0.1 0.3
H -1.62644 0.62637 2.90874 0.0 0.4 -0.2
H -2.24323 -2.19354 0.85170 -0.5 -0.3 -0.1
H -2.02290 -1.30954 -0.56817 -0.3 0.0 0.3
O 2.15163 1.83229 -2.91129 -0.2 0.2 -0.4
H 3.06763 1.82482 -2.64303 0.2 0.0 0.2
H 1.64482 1.44320 -2.19460 -0.2 -0.3 0.2